Entry from OMol25: an isolated molecule of C4H9NO at a distorted geometry (ωB97M-V with the def2-TZVPD basis set).

## Properties
SMILES = C=NCOCC
Max |F| = 2.95 eV Å⁻¹
DFT total energy = -7828.6032 eV
Molecular weight = 87.122 g mol⁻¹

Structure (ORCA input):
```
! RIJCOSX wB97M-V def2-TZVPD def2/J DEFGRID3
* xyz 0 1
C -1.098 -0.968 -2.179
N -1.032 -1.267 -0.933
C -1.303 -0.036 -0.282
O -0.564 0.292 0.843
C 0.815 -0.061 0.848
C 1.597 0.896 1.693
H -0.617 -0.097 -2.636
H -1.449 -1.698 -2.880
H -2.350 -0.012 0.022
H -1.493 0.655 -1.292
H 1.204 -0.062 -0.165
H 0.928 -1.071 1.236
H 1.497 1.899 1.297
H 1.205 0.889 2.703
H 2.660 0.641 1.726
*
```